Record 1
{"formula": "C37H51N7O2RbSe", "method": "ωB97M-V with the def2-TZVPD basis set", "orbital_gap_ev": 5.260, "lumo_energy_ev": 1.7, "charge": -1, "symbols": ["Rb", "C", "C", "C", "C", "C", "C", "C", "Se", "C", "C", "C", "C", "C", "C", "O", "C", "C", "C", "C", "C", "C", "C", "C", "C", "O", "C", "C", "C", "C", "C", "C", "H", "H", "H", "H", "H", "H", "H", "H", "H", "H", "H", "H", "H", "H", "H", "H", "H", "H", "H", "H", "H", "H", "H", "H", "H", "H", "H", "H", "H", "H", "H", "H", "H", "H", "H", "H", "H", "H", "H", "H", "N", "C", "N", "C", "N", "C", "C", "N", "C", "C", "N", "H", "H", "H", "H", "H", "C", "N", "C", "C", "N", "H", "H", "H", "H", "H", "H"], "coordinates": [[0.577, -0.265, 0.064], [4.600, 6.092, 2.029], [5.136, 4.851, 1.296], [6.531, 4.544, 1.840], [5.270, 5.200, -0.195], [4.167, 3.679, 1.498], [2.867, 3.753, 0.979], [1.946, 2.768, 1.232], [0.109, 2.922, 0.645], [0.487, 3.686, -1.069], [0.505, 5.057, -1.293], [0.845, 5.582, -2.537], [1.138, 4.658, -3.548], [1.128, 3.279, -3.384], [0.818, 2.735, -2.087], [0.815, 1.478, -1.826], [1.410, 2.332, -4.558], [2.644, 1.465, -4.259], [0.193, 1.421, -4.777], [1.676, 3.076, -5.865], [0.914, 7.083, -2.831], [2.328, 7.471, -3.290], [-0.080, 7.449, -3.943], [0.578, 7.913, -1.593], [2.219, 1.610, 2.034], [1.257, 0.780, 2.267], [3.569, 1.493, 2.494], [4.469, 2.543, 2.234], [4.099, 0.323, 3.352], [5.380, -0.259, 2.731], [3.117, -0.846, 3.508], [4.431, 0.842, 4.758], [5.298, 6.934, 1.933], [4.458, 5.872, 3.092], [3.633, 6.400, 1.622], [7.196, 5.392, 1.643], [6.962, 3.657, 1.363], [6.515, 4.372, 2.920], [5.862, 6.115, -0.324], [4.295, 5.360, -0.664], [5.773, 4.397, -0.742], [2.559, 4.606, 0.380], [0.261, 5.707, -0.461], [1.383, 5.051, -4.529], [2.499, 0.905, -3.334], [3.529, 2.101, -4.153], [2.823, 0.765, -5.086], [-0.034, 0.871, -3.863], [0.394, 0.709, -5.588], [-0.682, 2.019, -5.054], [2.552, 3.730, -5.792], [0.819, 3.686, -6.170], [1.869, 2.346, -6.657], [2.614, 6.936, -4.200], [3.062, 7.226, -2.517], [2.389, 8.547, -3.497], [0.154, 6.922, -4.873], [-0.056, 8.527, -4.148], [-1.096, 7.173, -3.651], [1.276, 7.714, -0.775], [-0.433, 7.703, -1.232], [0.636, 8.978, -1.838], [5.468, 2.454, 2.649], [5.163, -0.676, 1.744], [5.770, -1.066, 3.362], [6.168, 0.491, 2.618], [2.855, -1.281, 2.543], [2.187, -0.540, 3.982], [3.606, -1.618, 4.119], [5.187, 1.632, 4.731], [4.809, 0.027, 5.388], [3.533, 1.254, 5.228], [-1.066, -5.105, -0.940], [-0.106, -4.179, -0.809], [-0.644, -3.045, -0.420], [-1.963, -3.350, -0.331], [-2.272, -4.588, -0.637], [-2.996, -2.348, 0.080], [-4.332, -2.706, 0.207], [-5.259, -1.820, 0.564], [-4.838, -0.584, 0.791], [-3.504, -0.229, 0.668], [-2.583, -1.118, 0.310], [-0.988, -6.066, -1.222], [0.944, -4.359, -0.998], [-4.647, -3.725, 0.016], [-5.580, 0.151, 1.081], [-3.165, 0.784, 0.859], [4.020, 1.581, -1.454], [4.731, 0.361, -1.059], [6.179, 0.325, -1.129], [4.029, -0.724, -0.797], [3.298, -1.603, -0.593], [4.385, 2.402, -0.850], [2.953, 1.471, -1.260], [4.173, 1.787, -2.514], [6.586, 1.170, -0.572], [6.524, 0.386, -2.165], [6.547, -0.597, -0.683]]}


Record 2
{"formula": "C37H52AsBrCoN4O2P2S", "method": "ωB97M-V with the def2-TZVPD basis set", "orbital_gap_ev": [8.330, 8.626], "s2": 0.8263, "lumo_energy_ev": [-4.6, -4.4], "multiplicity": 2, "charge": 2, "symbols": ["Co", "C", "C", "C", "C", "C", "C", "C", "P", "C", "C", "C", "C", "C", "C", "C", "C", "C", "C", "C", "C", "C", "C", "H", "H", "H", "H", "H", "H", "H", "H", "H", "H", "H", "H", "H", "H", "H", "H", "H", "H", "H", "H", "Br", "C", "C", "C", "C", "N", "C", "H", "H", "H", "H", "C", "S", "C", "O", "H", "H", "H", "H", "H", "H", "C", "N", "C", "N", "C", "N", "C", "P", "C", "C", "H", "H", "H", "H", "H", "H", "H", "H", "H", "H", "H", "H", "H", "C", "As", "C", "C", "O", "H", "H", "H", "H", "H", "H", "H", "H", "H"], "coordinates": [[-0.274, 0.272, 0.258], [4.138, -1.362, 1.732], [3.191, -1.349, 2.906], [3.457, -2.258, 3.935], [2.684, -2.325, 5.078], [1.601, -1.467, 5.220], [1.323, -0.552, 4.220], [2.112, -0.463, 3.059], [1.512, 0.750, 1.821], [2.956, 1.610, 1.091], [4.169, 1.631, 1.783], [5.270, 2.306, 1.280], [5.173, 2.956, 0.057], [3.965, 2.968, -0.623], [2.838, 2.326, -0.112], [1.518, 2.523, -0.819], [0.834, 2.075, 2.833], [1.507, 2.699, 3.889], [0.866, 3.677, 4.623], [-0.451, 4.018, 4.311], [-1.103, 3.401, 3.256], [-0.448, 2.430, 2.486], [-1.113, 1.819, 1.280], [4.336, -2.390, 1.433], [5.099, -0.921, 2.009], [3.768, -0.809, 0.875], [4.304, -2.931, 3.822], [2.926, -3.038, 5.858], [0.983, -1.502, 6.109], [0.487, 0.123, 4.352], [4.253, 1.114, 2.733], [6.197, 2.324, 1.840], [6.033, 3.468, -0.360], [3.884, 3.506, -1.564], [1.653, 2.712, -1.886], [0.982, 3.373, -0.385], [0.877, 1.652, -0.694], [2.523, 2.407, 4.141], [1.380, 4.168, 5.442], [-0.965, 4.773, 4.893], [-2.124, 3.679, 3.012], [-1.108, 2.559, 0.472], [-2.150, 1.565, 1.505], [1.981, -5.039, 0.205], [2.098, -3.310, -0.507], [3.049, -2.986, -1.454], [3.050, -1.693, -1.947], [2.105, -0.792, -1.486], [1.206, -1.102, -0.546], [1.217, -2.349, -0.061], [3.774, -3.720, -1.787], [3.776, -1.381, -2.688], [2.066, 0.212, -1.887], [0.507, -2.587, 0.716], [-1.946, -2.982, 1.514], [-1.821, -1.207, 1.438], [-1.868, -0.859, 3.180], [-3.158, -0.782, 0.881], [-2.771, -3.218, 2.189], [-1.013, -3.425, 1.878], [-2.165, -3.325, 0.503], [-1.176, -1.530, 3.698], [-2.900, -1.024, 3.502], [-1.569, 0.179, 3.337], [-5.256, 1.469, -2.077], [-4.449, 0.463, -2.914], [-3.736, 1.249, -4.028], [-2.918, 2.273, -3.483], [-3.722, 3.190, -2.670], [-4.398, 2.485, -1.582], [-3.451, 1.990, -0.564], [-2.203, 0.767, -1.240], [-3.467, -0.305, -2.066], [-1.750, 1.744, -2.752], [-5.718, 0.909, -1.269], [-6.019, 1.877, -2.737], [-5.097, -0.197, -3.343], [-4.525, 1.673, -4.649], [-3.154, 0.532, -4.600], [-4.465, 3.674, -3.305], [-3.073, 3.953, -2.248], [-4.000, 1.497, 0.237], [-2.943, 2.847, -0.136], [-4.011, -0.844, -1.292], [-2.946, -1.010, -2.701], [-1.167, 1.099, -3.411], [-1.108, 2.576, -2.456], [-1.398, -4.223, -2.482], [-0.710, -2.689, -3.392], [1.036, -3.151, -4.018], [-1.756, -2.497, -4.991], [-0.760, -1.317, -2.443], [-1.450, -5.074, -3.164], [-2.393, -3.992, -2.110], [-0.736, -4.467, -1.651], [0.944, -3.841, -4.859], [1.597, -3.628, -3.218], [1.543, -2.244, -4.337], [-1.551, -3.327, -5.668], [-1.477, -1.563, -5.475], [-2.819, -2.496, -4.755]]}


Max |F| for the records above, in order: 1.11, 1.50 eV Å⁻¹